[1]
The following is a quantum chemistry calculation of the ion C5H15N2O with charge +1, from the Open Molecules 2025 dataset.

## Properties
* ΔE to the lowest compared entry with this formula, charge and spin: 48.6 kcal per mole
* net charge: +1
* SMILES: CN(C)C[C@H]([NH3+])CO
* E_LUMO: -3.35 eV
* E_HOMO: -0.449 Ha

Element x y z (Å)
C -0.251 -0.899 2.290
N 0.490 -0.785 1.056
C 1.485 -1.834 0.871
C -0.342 -0.525 -0.121
C -0.229 1.002 -0.393
N -1.583 1.618 -0.749
C 0.662 1.317 -1.588
O -0.092 1.061 -2.775
H -0.521 0.090 2.677
H -1.125 -1.564 2.360
H 0.422 -1.325 3.037
H 2.361 -1.641 1.497
H 1.145 -2.784 1.312
H 1.830 -1.932 -0.153
H 0.062 -1.184 -0.880
H -1.419 -0.678 0.037
H 0.105 1.439 0.542
H -1.433 2.565 -0.993
H -1.959 1.158 -1.581
H -2.185 1.564 0.071
H 0.931 2.363 -1.712
H 1.562 0.731 -1.551
H 0.084 0.243 -3.255

[2]
The following is a quantum chemistry calculation of a structure of composition C31H39AsHgN5OS5, from the Open Molecules 2025 dataset.

## Properties
* ΔE to the lowest compared entry with this formula, charge and spin: 3.4 kcal per mole
* E_LUMO (spin up / spin down): 0.32 / -1.60 eV
* E_HOMO (spin up / spin down): -0.263 / -0.271 Ha
* 2S+1: 2

Element x y z (Å)
Hg 1.431 -0.147 -0.555
O -3.180 0.561 0.058
S -2.072 -0.323 -0.419
C -2.621 -2.010 -0.134
C -3.975 -2.296 -0.067
C -4.375 -3.605 0.147
C -3.426 -4.610 0.294
C -2.073 -4.309 0.243
C -1.664 -2.998 0.034
C -2.262 -0.437 -2.211
C -3.303 0.253 -2.804
C -3.451 0.204 -4.182
C -2.564 -0.540 -4.949
C -1.523 -1.229 -4.340
C -1.366 -1.179 -2.962
H -4.693 -1.491 -0.168
H -5.429 -3.844 0.205
H -3.743 -5.632 0.459
H -1.335 -5.089 0.376
H -0.609 -2.743 0.013
H -3.975 0.822 -2.175
H -4.261 0.743 -4.657
H -2.683 -0.584 -6.025
H -0.825 -1.804 -4.934
H -0.546 -1.707 -2.491
S 7.836 -0.613 0.367
C 6.264 -0.134 0.196
S 5.815 1.535 -0.052
C 4.120 1.128 -0.027
N 3.929 -0.144 0.155
N 5.115 -0.850 0.265
C 4.965 -2.252 0.475
C 5.886 -3.164 -0.021
C 5.694 -4.519 0.211
C 4.590 -4.970 0.918
C 3.656 -4.053 1.379
C 3.837 -2.698 1.160
S 2.860 2.274 -0.201
H 6.736 -2.824 -0.589
H 6.418 -5.224 -0.175
H 4.452 -6.028 1.097
H 2.780 -4.392 1.918
H 3.109 -1.979 1.509
C -0.093 1.616 2.097
C -0.569 1.991 3.528
N 0.094 1.137 4.515
C 1.545 1.247 4.351
C 1.960 0.726 2.947
N 0.751 0.419 2.174
C 0.008 -0.661 2.828
C -0.309 -0.251 4.294
H 0.505 2.409 1.644
H -0.931 1.407 1.432
H -1.647 1.850 3.636
H -0.337 3.032 3.765
H 2.023 0.669 5.144
H 1.823 2.294 4.484
H 2.559 -0.184 3.021
H 2.534 1.467 2.392
H 0.611 -1.572 2.789
H -0.909 -0.835 2.260
H 0.234 -0.877 5.004
H -1.375 -0.343 4.508
C 0.722 1.849 -4.714
C 1.318 0.707 -4.033
N 1.787 -0.197 -3.501
H -0.024 2.298 -4.058
H 0.247 1.520 -5.637
H 1.493 2.583 -4.940
C -2.852 3.532 1.118
As -2.272 3.726 -0.708
C -1.670 5.560 -0.746
C -3.897 3.763 -1.748
S -0.761 2.496 -1.448
H -3.711 4.187 1.264
H -2.042 3.834 1.779
H -3.126 2.496 1.300
H -2.363 6.202 -0.202
H -1.589 5.892 -1.780
H -0.685 5.598 -0.284
H -4.356 4.746 -1.652
H -4.580 3.002 -1.374
H -3.652 3.564 -2.789

[3]
The following is a quantum chemistry calculation of a cluster of 2 separate species, C4H11N2O in total, from the Open Molecules 2025 dataset.

## Properties
* ΔE to the lowest compared entry with this formula, charge and spin: 65.4 kcal per mole
* net charge: +1
* E_LUMO: -3.72 eV
* E_HOMO: -0.489 Ha

Element x y z (Å)
C -2.014 -0.248 0.273
C 1.017 0.515 1.368
C -1.076 -1.143 0.009
C 0.875 0.239 -0.107
N 1.636 -0.588 -0.839
N 0.274 1.295 -0.645
O -2.736 0.398 -0.584
H -2.253 0.199 1.283
H 1.334 -0.289 1.983
H 1.797 1.275 1.483
H 0.049 0.894 1.814
H -0.802 -1.758 0.803
H -1.026 -1.618 -1.002
H 1.407 -0.464 -1.850
H 2.128 -1.360 -0.253
H -0.057 1.182 -1.549
H -0.220 1.993 -0.120
H -2.411 0.069 -1.431

[4]
The following is a quantum chemistry calculation of a structure of composition C25H19GeNO4Ru, from the Open Molecules 2025 dataset.

## Properties
* net charge: +3
* E_LUMO (spin up / spin down): -10.91 / -14.14 eV
* E_HOMO (spin up / spin down): -0.614 / -0.614 Ha
* 2S+1: 6

Element x y z (Å)
Ru 1.709 2.395 -1.422
O 0.857 5.850 0.807
C 0.775 4.896 -0.030
O 1.682 4.040 -0.030
C -0.433 4.706 -0.875
C -1.565 5.465 -1.029
C -2.527 5.101 -1.964
C -2.388 3.871 -2.620
C -1.164 3.144 -2.468
N -0.285 3.624 -1.622
C -0.676 1.770 -3.100
O -1.412 1.088 -3.739
O 0.575 1.429 -2.736
H 1.707 6.040 1.263
H -1.833 6.305 -0.407
H -3.396 5.758 -2.085
H -3.220 3.505 -3.230
C -4.050 -1.979 1.204
C -3.206 -1.617 2.313
C -1.881 -2.154 2.362
C -1.301 -2.753 1.212
C -2.124 -2.816 0.015
C -3.483 -2.507 0.091
Ge 0.556 -2.685 1.045
C 1.172 -2.690 -0.783
C 0.491 -3.726 -1.488
C 0.605 -3.816 -2.843
C 1.292 -2.805 -3.473
C 1.975 -1.778 -2.859
C 1.933 -1.749 -1.436
C 1.714 -1.959 2.458
C 1.154 -1.088 3.391
C 1.979 -0.349 4.248
C 3.324 -0.370 4.084
C 3.877 -1.174 3.116
C 3.065 -1.970 2.268
H -5.145 -1.732 1.382
H -3.679 -1.093 3.174
H -1.368 -2.203 3.364
H -1.699 -3.124 -0.914
H -4.022 -2.775 -0.823
H -0.178 -4.449 -1.029
H 0.244 -4.520 -3.523
H 1.407 -2.946 -4.558
H 2.477 -0.980 -3.362
H 2.472 -1.010 -0.874
H 0.093 -0.932 3.442
H 1.526 0.313 4.971
H 3.940 0.277 4.719
H 4.903 -1.213 2.865
H 3.529 -2.616 1.526

[5]
The following is a quantum chemistry calculation of a cluster of 2 separate species, H4NPS2 in total, from the Open Molecules 2025 dataset.

## Properties
* ΔE to the lowest compared entry with this formula, charge and spin: 31.5 kcal per mole
* SMILES: [H]/N=P/S.S
* E_LUMO: -0.51 eV
* E_HOMO: -0.348 Ha

Element x y z (Å)
H 1.017 1.890 -0.176
N 0.836 0.923 0.014
P 1.160 -0.124 -1.016
S 1.360 -1.733 0.454
H 1.902 -2.790 -0.171
S -2.661 0.662 0.011
H -1.754 1.540 0.515
H -1.860 -0.367 0.370

[6]
The following is a quantum chemistry calculation of a structure of composition C6H10IN3O4Pt, from the Open Molecules 2025 dataset.

## Properties
* ΔE to the lowest compared entry with this formula, charge and spin: 26.2 kcal per mole
* E_LUMO: -0.64 eV
* E_HOMO: -0.321 Ha

Element x y z (Å)
Pt 0.970 0.930 -0.969
N -0.670 1.027 -2.218
C -1.622 1.987 -1.575
C -1.253 2.287 -0.120
O -1.822 3.163 0.498
N -0.316 1.430 0.369
C 0.313 1.661 1.672
C 1.716 1.041 1.609
O 2.185 0.410 2.533
O 2.335 1.235 0.454
H -0.486 1.304 -3.174
H -1.045 0.082 -2.238
H -2.643 1.607 -1.613
H -1.596 2.932 -2.112
H -0.243 1.165 2.466
H 0.369 2.729 1.895
N 1.442 -2.234 1.028
C 0.799 -2.390 -0.139
O 1.011 -1.700 -1.130
C -0.238 -3.488 -0.194
I -1.969 -2.940 0.929
H 2.052 -1.443 1.194
H 1.147 -2.750 1.838
H 0.124 -4.426 0.217
H -0.560 -3.617 -1.219

[7]
The following is a quantum chemistry calculation of a cluster of 16 separate species, C24H80N10O16 in total, from the Open Molecules 2025 dataset.

## Properties
* ΔE to the lowest compared entry with this formula, charge and spin: 31.1 kcal per mole
* E_LUMO: -0.06 eV
* E_HOMO: -0.292 Ha

Element x y z (Å)
C 0.742 4.090 -3.267
C 0.003 3.117 -2.332
O -1.216 3.709 -1.969
H 0.210 4.175 -4.160
H 1.703 3.721 -3.519
H 0.874 5.058 -2.841
H 0.605 2.978 -1.451
H -0.137 2.136 -2.888
H -1.044 4.515 -1.483
C -0.293 4.685 1.016
C -1.191 5.775 0.448
O -0.608 6.118 -0.781
H -0.706 4.569 1.939
H 0.814 4.804 0.995
H -0.618 3.796 0.467
H -1.230 6.580 1.143
H -2.269 5.418 0.271
H 0.227 6.581 -0.584
C -0.607 -0.697 -5.865
C 0.163 0.047 -4.784
O 0.306 1.409 -5.184
H -0.621 -1.767 -5.641
H -0.274 -0.457 -6.883
H -1.676 -0.455 -5.827
H 1.139 -0.296 -4.541
H -0.426 0.005 -3.764
H -0.562 1.749 -5.073
C -2.281 -2.368 -3.183
C -3.593 -1.984 -3.929
O -4.644 -2.838 -3.671
H -1.433 -1.815 -3.477
H -2.126 -3.499 -3.348
H -2.443 -2.305 -2.111
H -3.424 -1.798 -4.994
H -3.823 -0.986 -3.496
H -5.106 -2.903 -4.518
C -2.390 2.549 2.151
C -3.801 2.339 2.719
O -4.457 1.385 2.028
H -2.451 3.014 1.193
H -1.714 1.694 2.044
H -1.775 3.167 2.830
H -4.444 3.232 2.658
H -3.670 1.952 3.755
H -5.228 1.196 2.630
C -2.763 0.028 5.798
C -1.512 0.377 4.973
O -0.399 -0.142 5.614
H -3.609 0.553 5.343
H -2.711 0.388 6.802
H -2.999 -1.018 5.813
H -1.457 1.492 4.928
H -1.417 -0.042 3.979
H 0.414 0.109 5.192
C -0.123 -5.162 -1.774
C 0.795 -3.893 -1.719
O 2.070 -4.349 -1.774
H -0.063 -5.719 -2.775
H -1.200 -4.810 -1.637
H -0.013 -5.869 -0.917
H 0.626 -3.491 -0.705
H 0.472 -3.201 -2.486
H 2.277 -4.464 -2.713
C 0.736 -0.334 -0.690
C 0.245 0.656 0.459
O 1.310 1.491 0.873
H -0.129 -0.936 -0.969
H 1.446 -0.967 -0.275
H 1.079 0.133 -1.581
H -0.180 0.228 1.382
H -0.465 1.328 0.020
H 0.948 2.027 1.577
C 3.390 -3.602 1.200
O 3.469 -2.434 0.497
N 3.530 -3.655 2.482
N 3.228 -4.773 0.721
H 3.600 -2.726 2.994
H 3.283 -4.549 3.070
H 2.861 -4.688 -0.294
H 3.690 -5.619 1.107
C -2.233 -3.511 0.400
O -1.866 -2.187 0.137
N -3.379 -3.987 0.162
N -1.497 -4.414 0.987
H -4.004 -3.298 -0.280
H -3.749 -4.756 0.658
H -0.631 -4.027 1.421
H -1.556 -5.423 0.944
C -2.980 0.821 -1.108
O -2.239 0.155 -2.079
N -3.016 2.123 -0.944
N -3.544 0.154 -0.154
H -2.259 2.642 -1.526
H -3.476 2.632 -0.117
H -3.199 -0.818 0.005
H -4.002 0.554 0.639
C 3.484 2.977 -1.323
O 3.073 3.936 -0.380
N 4.467 3.247 -2.182
N 2.930 1.781 -1.335
H 4.917 4.188 -2.094
H 4.663 2.721 -2.973
H 2.149 1.659 -0.700
H 3.504 0.952 -1.644
C 3.007 -0.399 3.294
O 1.892 0.150 3.978
N 3.244 -0.084 2.097
N 3.661 -1.449 3.704
H 2.458 0.318 1.554
H 3.722 -0.809 1.568
H 3.277 -1.794 4.657
H 4.681 -1.418 3.674
C 3.525 -1.407 -2.815
O 3.908 -0.958 -1.520
H 3.665 -2.469 -2.889
H 4.056 -0.939 -3.635
H 2.445 -1.267 -2.852
H 3.630 -1.647 -0.961
C 0.471 -2.342 2.554
O 0.579 -3.724 2.500
H 0.908 -1.991 3.461
H -0.563 -2.036 2.503
H 1.078 -1.794 1.750
H 1.508 -3.950 2.341
C 1.520 3.384 3.509
O 0.463 2.389 3.521
H 2.119 3.186 2.636
H 2.194 3.264 4.309
H 1.140 4.397 3.486
H 0.872 1.558 3.773

[8]
The following is a quantum chemistry calculation of a cluster of 2 separate species, C9H14 in total, from the Open Molecules 2025 dataset.

## Properties
* ΔE to the lowest compared entry with this formula, charge and spin: 22.4 kcal per mole
* SMILES: Cc1ccccc1.CC
* E_LUMO: 1.03 eV
* E_HOMO: -0.325 Ha

Element x y z (Å)
C 1.394 -0.141 -1.343
C 0.741 -0.650 -0.095
C 1.407 -0.632 1.131
C 0.800 -1.267 2.210
C -0.469 -1.783 2.096
C -1.233 -1.581 0.947
C -0.614 -1.036 -0.167
H 2.401 0.291 -1.115
H 0.907 0.373 -2.161
H 1.586 -1.135 -1.814
H 2.449 -0.322 1.171
H 1.204 -1.230 3.219
H -0.866 -2.374 2.892
H -2.261 -1.871 0.834
H -1.196 -0.803 -1.062
C -1.120 2.421 -1.047
C -0.715 3.111 -2.355
H -2.129 2.723 -0.697
H -1.048 1.358 -1.228
H -0.457 2.680 -0.268
H 0.077 3.810 -2.235
H -0.298 2.324 -3.001
H -1.647 3.388 -2.878

[9]
The following is a quantum chemistry calculation of the ion C2H5FNO with charge -1, from the Open Molecules 2025 dataset.

## Properties
* ΔE to the lowest compared entry with this formula, charge and spin: 104.1 kcal per mole
* net charge: -1
* SMILES: [O-]NCCF
* E_LUMO: 4.62 eV
* E_HOMO: -0.064 Ha

Element x y z (Å)
O -0.115 -1.881 -0.470
N 0.386 -0.786 -1.164
C 0.531 0.471 -0.206
C -0.444 0.271 0.840
F -0.217 0.832 2.091
H -0.397 -0.339 -1.835
H 1.622 0.311 0.329
H 0.507 1.298 -0.930
H -0.423 -0.814 0.771
H -1.449 0.638 0.574

[10]
The following is a quantum chemistry calculation of a structure of composition C14H15BrO11Pd, from the Open Molecules 2025 dataset.

## Properties
* ΔE to the lowest compared entry with this formula, charge and spin: 6.4 kcal per mole
* net charge: -2
* E_LUMO (spin up / spin down): 3.80 / 3.80 eV
* E_HOMO (spin up / spin down): -0.016 / -0.016 Ha
* 2S+1: 3

Element x y z (Å)
Pd 0.972 -0.726 0.571
Br 2.329 -2.930 0.163
C -2.654 0.058 0.959
C -1.674 1.211 0.745
O -0.390 0.911 1.033
H -2.691 -0.108 2.041
H -2.350 -0.810 0.383
H -3.682 0.351 0.688
H -1.986 2.090 1.349
H -1.765 1.605 -0.300
C 4.743 3.048 0.081
C 5.846 2.421 -0.542
C 5.620 1.061 -1.245
O 6.567 0.539 -1.826
C 4.276 0.564 -1.374
C 3.244 1.181 -0.697
C 3.453 2.479 0.084
O 2.480 2.969 0.668
O 2.055 0.650 -0.722
O 6.988 2.917 -0.577
H 4.983 3.974 0.586
H 4.103 -0.301 -1.997
C -0.900 0.272 -4.363
C -2.354 0.005 -3.932
O -2.217 -0.681 -2.674
C -0.921 -0.713 -2.287
O -0.501 -1.205 -1.301
O -0.122 -0.210 -3.255
H -0.705 1.343 -4.405
H -0.563 -0.268 -5.243
H -2.813 -0.746 -4.579
H -2.969 0.890 -3.809
C -3.501 -2.681 3.432
C -2.824 -1.746 4.440
O -1.459 -1.786 4.073
C -1.383 -2.163 2.771
O -0.461 -1.975 2.066
O -2.528 -2.774 2.385
H -4.351 -2.173 2.977
H -3.746 -3.690 3.749
H -2.937 -2.124 5.459
H -3.210 -0.728 4.423

Copy entry 8 word for word.
The following is a quantum chemistry calculation of a cluster of 2 separate species, C9H14 in total, from the Open Molecules 2025 dataset.

## Properties
* ΔE to the lowest compared entry with this formula, charge and spin: 22.4 kcal per mole
* SMILES: Cc1ccccc1.CC
* E_LUMO: 1.03 eV
* E_HOMO: -0.325 Ha

Element x y z (Å)
C 1.394 -0.141 -1.343
C 0.741 -0.650 -0.095
C 1.407 -0.632 1.131
C 0.800 -1.267 2.210
C -0.469 -1.783 2.096
C -1.233 -1.581 0.947
C -0.614 -1.036 -0.167
H 2.401 0.291 -1.115
H 0.907 0.373 -2.161
H 1.586 -1.135 -1.814
H 2.449 -0.322 1.171
H 1.204 -1.230 3.219
H -0.866 -2.374 2.892
H -2.261 -1.871 0.834
H -1.196 -0.803 -1.062
C -1.120 2.421 -1.047
C -0.715 3.111 -2.355
H -2.129 2.723 -0.697
H -1.048 1.358 -1.228
H -0.457 2.680 -0.268
H 0.077 3.810 -2.235
H -0.298 2.324 -3.001
H -1.647 3.388 -2.878